No. 1
Below is a single C25H28N2O molecule, with properties calculated with ωB97M-V/def2-TZVPD.

- Gap between HOMO and LUMO: 8.9 eV
- Energy relative to the best compared isomer or geometry (same formula, charge and spin): 67.09 kcal/mol
- 2S+1: 1
- HOMO: -0.2991 hartree
- LUMO energy: 0.75 eV
- SMILES string: C=CCN1C[C@]2(c3ccccc3)CN(CC=C)C[C@](c3ccccc3)(C1)C2=O
- E_tot: -31405.5884 eV

Atoms and positions in Å:
C1 -2.822 -2.812 -2.651
C2 -1.667 -2.212 -2.864
C3 -0.556 -2.126 -1.860
N1 -0.018 -0.780 -1.842
C4 1.350 -0.570 -1.486
H1 1.917 -1.489 -1.651
C5 1.611 -0.089 -0.021
C6 3.086 0.234 0.096
C7 3.975 -0.518 0.854
C8 5.319 -0.188 0.907
C9 5.802 0.900 0.204
C10 4.928 1.656 -0.556
C11 3.588 1.324 -0.612
H2 2.922 1.934 -1.203
H3 5.290 2.511 -1.108
H4 6.850 1.157 0.250
H5 5.990 -0.789 1.504
H6 3.637 -1.373 1.418
C12 0.757 1.141 0.232
O1 1.182 2.193 0.638
C13 -0.712 0.846 -0.011
C14 -1.542 2.108 0.102
C15 -1.156 3.225 -0.634
C16 -1.880 4.402 -0.580
C17 -3.014 4.485 0.208
C18 -3.411 3.381 0.940
C19 -2.682 2.205 0.889
H7 -3.023 1.367 1.477
H8 -4.295 3.432 1.560
H9 -3.582 5.403 0.253
H10 -1.555 5.257 -1.155
H11 -0.268 3.185 -1.248
C20 -0.895 0.285 -1.458
H12 -1.928 -0.049 -1.570
H13 -0.738 1.128 -2.145
C21 -1.080 -0.198 1.054
N2 -0.269 -1.393 0.948
C22 1.152 -1.129 1.013
H14 1.664 -2.079 0.825
H15 1.445 -0.765 2.016
C23 -0.658 -2.373 1.954
C24 -2.080 -2.809 1.785
C25 -2.977 -2.818 2.753
H16 -3.985 -3.161 2.595
H17 -2.736 -2.488 3.751
H18 -2.340 -3.144 0.790
H19 -0.506 -1.982 2.977
H20 -0.009 -3.246 1.826
H21 -2.121 -0.507 0.923
H22 -0.976 0.270 2.051
H23 1.765 0.201 -2.148
H24 -0.904 -2.464 -0.878
H25 0.252 -2.790 -2.185
H26 -1.460 -1.733 -3.811
H27 -3.589 -2.864 -3.405
H28 -3.050 -3.291 -1.712

Mulliken population analysis, charges in e, atoms 1 to 6:
1. C -0.76
2. C -0.27
3. C 0.41
4. N 0.33
5. C -1.72
6. H 0.59

---

No. 2
Below is a 5-piece molecular cluster, C30H56N5O8P2 overall in a non-equilibrium geometry, with properties calculated with ωB97M-V/def2-TZVPD.

- Gap between HOMO and LUMO: 7.4 eV
- 2S+1: 1
- HOMO: -0.3973 hartree
- LUMO energy: -3.37 eV
- Total charge: +1
- E_tot: -74418.1060 eV

Atoms and positions in Å:
C1 6.756 -0.204 0.195
C2 5.278 -0.108 0.563
O1 4.680 -1.405 0.445
C3 3.704 -1.652 1.381
O2 3.975 -1.686 2.563
C4 2.268 -1.931 0.916
C5 2.260 -2.433 -0.538
C6 0.930 -2.212 -1.343
N1 -0.066 -1.327 -0.719
C7 -0.067 -0.046 -0.909
N2 0.829 0.665 -1.718
C8 2.219 0.732 -1.251
C9 2.746 2.139 -1.549
N3 3.597 2.371 -2.459
C10 0.674 0.471 -3.170
C11 0.484 1.778 -3.998
O3 0.183 2.912 -3.210
N4 -1.129 0.645 -0.245
P1 -2.275 1.354 -1.367
N5 -3.728 1.183 -0.832
P2 -0.403 1.810 0.854
C12 -1.706 2.157 2.113
O4 -0.154 3.221 0.042
C13 -1.087 -1.929 0.125
C14 -2.159 -2.502 -0.492
C15 -3.140 -3.105 0.238
C16 -3.059 -3.158 1.611
C17 -1.986 -2.553 2.213
C18 -1.008 -1.946 1.490
H1 7.253 -0.856 0.914
H2 7.218 0.786 0.209
H3 6.888 -0.582 -0.822
H4 5.211 0.294 1.576
H5 4.833 0.603 -0.146
H6 1.723 -0.999 1.084
H7 1.909 -2.698 1.600
H8 2.418 -3.512 -0.492
H9 3.073 -2.042 -1.144
H10 1.187 -1.937 -2.364
H11 0.453 -3.190 -1.411
H12 2.880 -0.030 -1.679
H13 2.208 0.650 -0.160
H14 2.388 2.950 -0.915
H15 3.817 1.477 -2.911
H16 1.586 -0.007 -3.554
H17 -0.132 -0.239 -3.372
H18 1.379 1.929 -4.608
H19 -0.330 1.638 -4.721
H20 -0.693 3.216 -3.459
H21 -1.990 2.713 -1.588
H22 -2.063 0.633 -2.567
H23 -4.175 2.090 -0.734
H24 -1.345 2.958 2.759
H25 -2.593 2.523 1.586
H26 -1.895 1.227 2.648
H27 0.104 3.926 0.653
H28 -2.273 -2.498 -1.573
H29 -3.995 -3.572 -0.236
H30 -3.839 -3.659 2.168
H31 -1.952 -2.587 3.303
H32 -0.178 -1.485 2.011
C19 -9.399 1.430 0.019
C20 -8.263 0.478 0.302
O5 -8.390 -0.445 1.072
C21 -6.958 0.727 -0.417
H33 -10.271 1.135 0.600
H34 -9.115 2.446 0.300
H35 -9.656 1.401 -1.041
H36 -6.570 1.711 -0.153
H37 -7.110 0.666 -1.497
H38 -6.232 -0.026 -0.123
C22 -1.935 -1.679 7.679
C23 -1.230 -1.961 6.378
O6 -1.684 -1.583 5.319
C24 0.064 -2.733 6.449
H39 -2.847 -1.120 7.482
H40 -2.195 -2.617 8.172
H41 -1.292 -1.087 8.331
H42 -0.112 -3.715 6.891
H43 0.792 -2.185 7.049
H44 0.463 -2.865 5.445
C25 4.124 -6.246 -2.172
C26 3.854 -4.946 -2.885
O7 2.728 -4.513 -3.006
C27 5.045 -4.208 -3.441
H45 3.184 -6.670 -1.825
H46 4.599 -6.953 -2.853
H47 4.773 -6.072 -1.312
H48 5.559 -4.828 -4.176
H49 5.732 -3.948 -2.634
H50 4.709 -3.293 -3.926
C28 -0.589 8.194 -1.008
C29 -0.346 6.709 -0.934
O8 -1.013 5.995 -0.214
C30 0.760 6.147 -1.793
H51 -1.408 8.461 -0.344
H52 0.307 8.734 -0.698
H53 -0.855 8.478 -2.028
H54 1.714 6.601 -1.517
H55 0.552 6.344 -2.846
H56 0.825 5.070 -1.647

Mulliken population analysis, charges in e, atoms 1 to 6:
1. C -1.46
2. C 0.23
3. O -0.27
4. C -0.17
5. O -0.57
6. C 0.11

---

No. 3
Below is a 4-piece molecular cluster, C33H45NO9S3 overall in a non-equilibrium geometry, with properties calculated with ωB97M-V/def2-TZVPD.

- Gap between HOMO and LUMO: 8.7 eV
- 2S+1: 1
- HOMO: -0.3250 hartree
- LUMO energy: -0.15 eV
- SMILES string: CCN(CCc1c(C)ccc2c1C(=O)c1ccccc1C2=O)C(C)=O.O=S1(=O)CCCC1.O=S1(=O)CCCC1.O=S1(=O)CCCC1
- E_tot: -87373.8510 eV

Atoms and positions in Å:
C1 1.460 -6.137 5.202
C2 0.556 -4.878 5.164
N1 -0.559 -5.106 4.232
C3 -1.836 -4.479 4.638
C4 -2.049 -3.000 4.214
C5 -1.030 -1.995 4.722
C6 -0.725 -1.846 6.074
C7 -1.396 -2.660 7.185
C8 0.217 -0.930 6.509
C9 0.865 -0.096 5.622
C10 0.536 -0.205 4.290
C11 -0.376 -1.139 3.827
C12 -0.622 -1.136 2.336
O1 -0.886 -2.108 1.654
C13 -0.481 0.210 1.651
C14 -1.196 0.549 0.524
C15 -1.033 1.774 -0.079
C16 -0.166 2.734 0.428
C17 0.564 2.388 1.554
C18 0.417 1.157 2.138
C19 1.225 0.761 3.341
O2 2.343 1.182 3.561
C20 -0.196 -4.850 2.893
C21 -1.162 -5.386 1.833
O3 0.828 -4.290 2.558
H1 2.208 -6.077 4.403
H2 1.970 -6.214 6.167
H3 0.818 -7.002 4.998
H4 0.140 -4.745 6.167
H5 1.157 -3.990 4.931
H6 -1.970 -4.666 5.704
H7 -2.634 -5.052 4.138
H8 -2.178 -2.988 3.131
H9 -3.024 -2.693 4.638
H10 -0.727 -3.454 7.538
H11 -1.516 -1.975 8.034
H12 -2.368 -3.057 6.890
H13 0.454 -0.863 7.570
H14 1.580 0.638 5.981
H15 -1.889 -0.167 0.083
H16 -1.573 2.053 -0.978
H17 -0.091 3.698 -0.062
H18 1.274 3.112 1.953
H19 -0.627 -5.934 1.051
H20 -1.882 -6.096 2.266
H21 -1.738 -4.585 1.355
C22 1.618 0.786 -4.603
C23 1.419 1.719 -5.801
C24 0.265 2.670 -5.457
S1 0.264 2.825 -3.669
O4 -0.955 2.243 -3.159
O5 0.686 4.154 -3.301
C25 1.605 1.683 -3.369
H22 2.548 0.224 -4.679
H23 0.794 0.069 -4.552
H24 2.332 2.294 -5.970
H25 1.212 1.164 -6.712
H26 0.401 3.653 -5.902
H27 -0.698 2.258 -5.757
H28 1.427 1.142 -2.441
H29 2.524 2.265 -3.295
C26 1.874 -3.957 -7.003
C27 0.557 -3.809 -7.775
C28 0.462 -2.353 -8.246
S2 2.153 -1.775 -8.430
O6 2.394 -0.736 -7.457
O7 2.447 -1.587 -9.826
C29 2.937 -3.278 -7.861
H30 2.119 -5.002 -6.817
H31 1.795 -3.452 -6.037
H32 0.566 -4.476 -8.640
H33 -0.302 -4.080 -7.162
H34 -0.049 -2.267 -9.202
H35 -0.028 -1.723 -7.505
H36 3.844 -3.034 -7.312
H37 3.179 -3.878 -8.738
C30 -1.559 8.293 -0.187
C31 -2.707 8.104 0.813
C32 -2.309 6.965 1.759
S3 -0.514 6.968 1.821
O8 -0.032 5.745 1.232
O9 -0.080 7.407 3.121
C33 -0.280 8.295 0.644
H38 -1.666 9.215 -0.757
H39 -1.543 7.459 -0.893
H40 -2.847 9.025 1.383
H41 -3.648 7.886 0.309
H42 -2.700 7.114 2.762
H43 -2.628 5.996 1.377
H44 0.617 8.111 0.057
H45 -0.177 9.222 1.208

Mulliken population analysis, charges in e, atoms 1 to 6:
1. C -1.45
2. C 0.17
3. N 0.26
4. C -1.27
5. C -1.35
6. C 0.84

---

No. 4
Below is a single C4H8N2O2 molecule in a non-equilibrium geometry, with properties calculated with ωB97M-V/def2-TZVPD.

- Gap between HOMO and LUMO: 9.4 eV
- Energy relative to the best compared isomer or geometry (same formula, charge and spin): 69.09 kcal/mol
- 2S+1: 1
- HOMO: -0.3206 hartree
- LUMO energy: 0.72 eV
- SMILES string: [H]/N=C(\N)[C@@]1(O)C[C@H]1O
- E_tot: -11351.1166 eV

Atoms and positions in Å:
C1 -0.854 -0.545 -0.074
C2 0.120 0.536 -0.069
C3 1.081 0.737 0.930
C4 1.565 0.242 -0.415
H1 -2.879 -1.016 0.114
H2 -2.600 0.653 -0.251
H3 -0.982 -2.489 0.267
H4 -0.428 1.921 -1.295
H5 1.307 0.014 1.794
H6 1.254 1.753 1.223
H7 2.133 1.022 -0.876
H8 1.283 -1.566 -0.280
N1 -2.201 -0.323 -0.178
N2 -0.299 -1.711 0.085
O1 -0.572 1.750 -0.396
O2 2.071 -0.977 -0.577

Mulliken population analysis, charges in e, atoms 1 to 6:
1. C 0.46
2. C 0.73
3. C -0.67
4. C -0.53
5. H 0.22
6. H 0.25